{"formula": "C2H12NO2", "method": "the ωB97M-V functional and the def2-TZVPD basis", "orbital_gap_ev": 11.8, "total_charge": 1, "homo_energy_ev": -15.20, "relative_energy_ev": 1.291, "symbols": ["C", "C", "N", "H", "H", "H", "H", "H", "H", "H", "H", "H", "H", "O", "H", "H", "O"], "xyz": [[0.1954, -1.6163, 1.9765], [0.4622, -1.0876, 0.5974], [0.9141, 0.3786, 0.5254], [1.1977, -1.8499, 2.3684], [-0.2451, -1.0434, 2.7842], [-0.4894, -2.3594, 1.9999], [1.3905, -1.5418, 0.0657], [-0.4291, -1.0383, -0.0817], [1.8848, 0.3555, 0.9124], [0.2819, 1.1195, 1.0008], [0.8879, 0.5879, -0.4770], [-1.5044, 1.8650, -1.5734], [-1.8028, 2.8984, -0.4033], [-1.1358, 2.3078, -0.7614], [-0.8206, -0.3389, -3.3055], [-0.0461, 0.9902, -3.0121], [-0.7412, 0.3728, -2.6164]], "forces_ev_per_a": [[3.096, 2.015, 0.771], [-0.273, 1.012, -1.969], [-0.253, 0.566, 1.345], [-0.609, -0.755, 0.229], [-0.056, 1.462, -0.454], [-1.470, -3.180, -0.534], [-2.054, -0.015, 0.929], [0.801, -0.718, 0.580], [-0.967, 0.896, -0.463], [1.201, -1.561, -0.860], [0.289, 0.425, 0.210], [0.263, 0.606, 1.242], [-0.150, 0.056, -0.192], [-0.022, -0.787, -0.746], [-0.045, 0.955, 0.930], [-1.402, -1.163, 0.625], [1.651, 0.184, -1.643]]}